No. 1
This record from the OMol25 dataset describes 11 unconnected molecules or ions with the total composition C34H72F6N3O19S5 in a non-equilibrium geometry. The level of theory is ωB97M-V/def2-TZVPD.

```
139
Properties=species:S:1:pos:R:3:lowdin_charge:R:1
H 37.86477 7.63184 35.30222 0.0538
C 29.58960 4.80188 30.59504 0.0292
O 40.72819 1.81862 36.47762 0.0902
C 34.67134 -2.80283 34.35151 -0.5653
H 36.12866 6.07054 30.73502 0.0645
S 37.10704 -1.80825 38.35097 0.8215
H 24.60332 6.93908 31.68068 0.0782
O 33.18832 11.09391 31.45921 0.0127
F 33.35454 0.47129 36.50225 0.1306
H 31.79184 8.39900 33.42109 0.0767
H 40.17620 -1.01956 36.57638 0.0769
H 34.40983 3.99678 26.80369 0.1228
C 28.66790 5.96228 30.35028 -0.5336
O 35.31987 7.51792 36.56715 -0.5586
C 32.86591 3.80660 28.33336 -0.0602
H 26.91050 7.57250 30.82880 0.1099
C 35.55910 4.93078 36.05707 -0.2773
H 29.02546 9.46495 35.52846 0.0586
C 37.13061 2.44442 38.49334 -0.0448
O 31.38394 1.81660 34.61586 -0.2684
H 35.24087 -1.97972 36.88371 0.0353
H 27.28064 7.86522 33.58906 0.1062
F 32.60782 6.06844 33.12958 0.1236
O 34.91669 5.01938 28.54128 -0.0094
C 40.17375 1.00548 37.17202 -0.5555
H 36.79277 6.53308 34.38532 0.0394
H 37.78352 -1.78845 36.04421 0.0500
H 30.29592 5.06414 31.37686 0.0524
H 30.22095 4.40276 33.29717 0.0591
N 33.30673 3.44232 34.12063 -0.2719
H 36.50270 -2.16547 33.43041 0.0853
H 24.96622 5.22799 31.38093 0.0780
H 32.38838 3.05379 27.70404 0.0820
O 32.02490 3.18818 31.92098 -0.2856
N 37.79065 2.70773 33.55266 -0.1648
O 37.28117 0.78945 34.66401 -0.0045
S 32.80032 1.95002 34.45020 0.5594
H 28.13575 8.07680 36.21024 0.0645
H 40.35302 -0.84025 38.27974 0.0840
C 34.31238 3.89640 27.88390 -0.2092
F 34.69082 5.81204 32.60634 0.1094
H 25.92923 6.89432 29.58037 0.1206
H 41.74343 -0.52444 37.26756 0.0858
O 29.05756 7.07548 30.12077 0.1006
H 32.46981 8.10458 36.42260 0.0333
C 38.32615 2.40994 37.58289 -0.2152
C 36.93272 1.79433 34.06064 -0.3274
H 36.34211 4.23801 35.73815 0.0404
H 30.77913 -2.83041 36.46098 0.0760
H 39.51550 1.82570 34.40275 0.0602
O 29.47414 7.00511 37.94960 -0.5568
H 29.77279 4.07396 34.95943 0.0919
C 31.40349 8.07327 36.64186 -0.2685
C 26.40183 6.65166 30.53616 -0.2272
H 37.13990 -3.38837 36.50298 0.0496
O 33.49199 0.93521 33.70823 -0.2797
C 37.74153 -2.54441 36.83467 -0.2652
N 33.31887 9.80482 33.34146 -0.1849
H 38.19535 5.87082 35.28890 0.0498
H 38.76475 -2.87084 37.03216 0.0377
O 29.19226 7.04977 33.93911 -0.0358
C 35.44855 -1.90727 33.43572 0.0300
H 37.67750 6.08771 29.91311 0.0859
H 39.64288 2.19006 32.70504 0.0983
H 36.41187 4.28887 33.28023 0.0500
C 34.19395 9.11078 34.25933 -0.0681
H 32.18031 5.50625 36.48197 0.0420
O 36.62916 -2.92669 39.21766 -0.5700
C 37.28379 3.84102 32.80679 -0.0618
O 35.13463 -3.76237 34.91904 0.0751
O 34.43908 3.07614 31.81901 -0.2835
H 39.02262 3.23485 37.76109 0.1275
O 33.43551 -2.35445 34.54983 -0.0119
O 27.37218 5.61154 30.38198 -0.0057
C 31.54966 5.44414 37.37293 -0.2476
S 30.96430 7.02296 38.03319 0.8390
O 36.91844 4.00830 28.66055 0.0954
H 37.44049 2.29905 39.52696 0.0875
H 34.95837 5.19311 35.18307 0.0338
C 33.44476 5.42241 32.32145 -0.6726
F 33.14418 5.73747 31.07290 0.1599
C 37.42352 6.64086 35.26944 -0.2501
H 31.01678 9.07297 36.82470 0.0506
H 33.89857 9.33896 35.28229 0.0735
H 36.99862 3.55962 31.79082 0.0875
C 31.92548 9.48273 33.42944 -0.0440
C 28.24432 8.12628 34.02130 -0.2063
F 32.82036 2.50768 37.03884 0.1225
H 39.67656 3.50009 33.93764 0.0876
H 38.02733 2.49218 36.53441 0.1007
H 32.31679 -4.04454 34.80729 0.1239
F 34.78335 2.07917 36.22294 0.1013
C 35.57740 -1.19983 37.55928 -0.2365
H 25.91873 6.14457 32.54221 0.0602
H 34.89324 4.42719 36.75079 0.0398
H 31.99012 4.80358 38.12669 0.0408
C 25.40415 6.20314 31.58095 -0.0634
H 36.31151 7.05131 29.30763 0.0914
H 30.86375 5.41262 34.55327 0.0548
H 31.49110 9.83855 34.37065 0.0837
S 36.32695 6.42188 36.68104 0.8324
H 27.25587 9.35582 35.47262 0.0808
C 28.18690 8.78860 35.38515 -0.0583
H 35.85494 -0.27008 37.06516 0.0245
C 32.58575 -3.16151 35.38687 -0.2057
H 30.85873 7.66222 35.78842 0.0347
H 30.62369 5.03562 36.95683 0.0457
H 32.45169 4.80872 28.20514 0.0819
H 38.05589 4.60879 32.75905 0.0871
H 34.85756 -1.05942 38.36091 0.0581
C 28.80960 5.80945 34.28011 -0.5300
H 35.03586 -1.94963 32.42808 0.0954
H 35.37294 -0.88073 33.79860 0.0622
C 36.60292 6.09913 29.75234 0.0226
H 34.86288 3.00293 28.18513 0.1199
C 33.48448 1.74991 36.15420 -0.6516
H 31.60866 -1.31790 35.90827 0.0627
H 31.35115 9.92373 32.62068 0.0923
H 29.13068 3.86864 30.90805 0.0967
H 32.74729 3.49444 29.36710 0.0539
H 33.09238 -3.41145 36.31528 0.1169
H 35.22199 9.42317 34.09386 0.0847
H 30.70362 -2.30756 34.76567 0.0782
O 39.02582 1.18088 37.80607 -0.0061
H 30.15941 4.67318 29.67395 0.0873
H 36.60954 3.39567 38.39344 0.0672
C 31.32636 -2.33697 35.65824 -0.0510
H 36.44333 1.65311 38.19867 0.0582
H 35.88215 2.03722 33.84624 0.1153
S 33.28019 3.58882 32.49397 0.5782
C 40.66782 -0.39948 37.32813 0.0206
C 39.22471 2.55013 33.65089 -0.0402
C 29.97308 4.86913 34.24502 0.0201
H 34.86949 10.87090 32.58462 0.1293
H 34.12386 8.03145 34.12478 0.0667
C 36.18956 4.93019 28.91662 -0.5584
C 33.81121 10.62024 32.38264 -0.3542
H 28.68976 8.84006 33.32023 0.1178
O 27.69079 5.52290 34.61354 0.1124
```

Summary:
Max |F| ... 1.5 eV Å⁻¹
Highest occupied orbital energy ... -6.97 eV
Total charge ... -1
E_tot ... -150281.7034 eV

***

No. 2
This record from the OMol25 dataset describes a molecular structure, C15H9CaN6O5S2 in a non-equilibrium geometry. The level of theory is ωB97M-V/def2-TZVPD.

```
38
Properties=species:S:1:pos:R:3:lowdin_charge:R:1
N 2.48652 -2.17833 4.68459 0.1431
N -0.18441 4.22850 3.52159 0.1731
C -0.61294 4.05310 2.24632 -0.4980
N -0.32948 0.12754 0.54487 -0.0094
H -0.24533 5.15021 3.91698 0.1121
Ca -0.38812 -2.24091 -0.17873 0.9895
H -1.36799 3.23725 -0.17706 0.1198
C 0.09010 0.35199 1.78537 -0.1054
C -0.85526 1.14926 -0.12718 -0.0971
N 2.12323 -1.21870 -2.78071 0.0255
S -1.73544 -3.12883 1.91437 0.4628
O -1.02621 4.98298 1.58077 0.0604
C 1.77303 -2.47479 3.82918 -0.3598
H -1.75061 -0.31105 -4.77996 0.0620
H 0.10700 3.47307 4.11236 0.0860
C 0.01088 -1.16770 -3.07531 -0.1439
S 1.76213 -2.84675 1.22756 0.4218
C -0.51874 2.66435 1.70546 -0.1143
O -1.26505 -0.05046 -5.64419 0.1141
O -1.68480 -2.02015 -1.69182 -0.2011
O -2.28329 -0.78458 -3.42921 0.0492
C 0.00548 1.58168 2.41166 0.0216
O 0.78301 0.09606 -6.46954 0.0762
C -0.42480 -2.88189 3.01306 -0.8241
H 0.52750 -0.48885 2.30910 0.0770
H -1.20176 0.92925 -1.13065 0.1122
C 1.96454 -0.72086 -4.01681 0.0018
C -0.82494 -2.73740 4.35216 -0.3445
C 0.92967 -2.76578 2.74752 -0.8440
H 2.98485 -1.38975 -2.27986 0.1705
N -1.17158 -2.59556 5.44179 0.1459
H 2.77224 -0.43750 -4.66254 0.1344
C -0.95678 2.42257 0.40022 0.0197
C 0.03750 -0.17349 -5.55297 -0.5218
C 0.60395 -0.66003 -4.26258 -0.0447
H 0.35652 1.66217 3.42840 0.1094
C -1.44354 -1.34185 -2.70537 -0.6045
N 0.95292 -1.49477 -2.20887 0.0247
```

Summary:
Relative energy (zero: lowest compared OMol25 entry of this formula, charge and spin) ... 69.49 kJ/mol
Max |F| ... 2.7 eV Å⁻¹
Highest occupied orbital energy ... -4.51 eV
Total charge ... -1
E_tot ... -74995.3278 eV

***

highest occupied orbital energy of number 2 (C15H9CaN6O5S2)?
-4.51 eV

***

Among the records above, which one has the highest max |F|?
C15H9CaN6O5S2